The following is a DFT calculation (wB97M-V/def2-TZVPD) of 2 unconnected molecules or ions with the total composition C2H4IPS in a non-equilibrium geometry.

Last column: Löwdin charge in e.
Element x y z (Å)
1 C 1.117 -0.517 -0.120  -0.8543
2 C 0.877 0.935 -0.268  -0.2344
3 P -1.786 -1.452 -0.145  0.1743
4 S 2.167 -1.610 0.083  0.7443
5 I -2.930 0.731 0.002  0.1398
6 H 0.079 1.170 0.573  0.0602
7 H 0.324 1.102 -1.232  0.0730
8 H 1.948 1.432 -0.193  0.1127
9 H -1.796 -1.793 1.298  -0.2156

Atoms 1-3, force components in eV/Å:
C -1.9 0.7 -0.2
C 0.3 -0.1 1.0
P 0.6 0.1 0.8

Computed properties:
2S+1 ... 1
Energy relative to the best compared isomer or geometry (same formula, charge and spin) ... 270.5 kJ/mol
M ... 218.00 g/mol
LUMO level (alpha / beta) ... -1.113 / -0.350 eV
Strongest force on any atom ... 2.503 eV Å⁻¹

***

The following is a DFT calculation (wB97M-V/def2-TZVPD) of a molecular structure, C39H35N6O6RbS in a non-equilibrium geometry.

Last column: Löwdin charge in e.
Element x y z (Å)
1 Rb -0.143 -0.690 0.195  0.9634
2 N -7.273 3.344 4.516  0.0649
3 C -5.970 3.006 4.118  -0.3427
4 C -5.696 2.703 2.786  -0.0408
5 C -4.402 2.422 2.386  -0.0555
6 C -3.371 2.444 3.306  -0.2846
7 C -3.630 2.748 4.627  -0.0719
8 C -4.922 3.030 5.036  -0.0469
9 S -1.700 2.050 2.725  0.5833
10 O -0.795 2.175 3.850  -0.3361
11 O -1.441 2.989 1.654  -0.3395
12 N -1.771 0.582 2.098  -0.1773
13 C -2.093 -0.392 2.920  -0.5198
14 N -2.580 -0.108 4.155  0.1110
15 C -2.773 -1.117 4.974  -0.1605
16 C -2.510 -2.435 4.634  -0.0878
17 C -2.129 -2.631 3.309  -0.1589
18 N -1.960 -1.655 2.456  0.0831
19 H -7.989 2.963 3.914  0.0746
20 H -7.462 3.158 5.491  0.0733
21 H -6.508 2.685 2.070  0.1021
22 H -4.172 2.176 1.362  0.1190
23 H -2.804 2.739 5.320  0.1069
24 H -5.133 3.265 6.071  0.0980
25 H -3.175 -0.852 5.952  0.0989
26 H -2.621 -3.252 5.331  0.0759
27 H -1.966 -3.627 2.912  0.1028
28 C -0.522 -6.538 -1.659  -0.1254
29 C -1.096 -5.707 -0.704  -0.1172
30 C -1.199 -4.349 -0.913  -0.0239
31 C -0.719 -3.775 -2.103  -0.2790
32 C -0.117 -4.626 -3.051  -0.0279
33 C -0.031 -5.981 -2.831  -0.1122
34 N -0.999 -2.473 -2.377  0.0453
35 N -0.288 -1.885 -3.276  0.0793
36 C -0.695 -0.658 -3.659  -0.3643
37 C -0.305 -0.222 -4.943  -0.0731
38 C -0.560 1.067 -5.357  -0.1650
39 C -1.298 1.926 -4.556  -0.1494
40 C -1.830 1.436 -3.361  -0.1927
41 C -1.442 0.224 -2.843  -0.0695
42 H -0.447 -7.604 -1.484  0.0860
43 H -1.478 -6.138 0.214  0.0961
44 H -1.639 -3.697 -0.166  0.1053
45 H 0.264 -4.180 -3.957  0.0953
46 H 0.424 -6.621 -3.577  0.0903
47 H 0.160 -0.928 -5.620  0.0828
48 H -0.192 1.408 -6.320  0.0786
49 H -1.455 2.957 -4.862  0.0782
50 H -2.503 2.067 -2.791  0.0637
51 O 4.935 -2.889 -0.761  0.0568
52 C 4.251 -4.020 -0.429  -0.2629
53 C 4.873 -5.261 -0.548  -0.0573
54 C 4.208 -6.424 -0.197  -0.1273
55 C 2.905 -6.352 0.257  -0.1114
56 C 2.294 -5.117 0.384  -0.0327
57 C 2.946 -3.937 0.065  -0.0397
58 C 2.221 -2.596 0.374  -0.7440
59 O 2.490 -1.615 -0.323  -0.0802
60 O 1.448 -2.663 1.344  -0.1348
61 H 5.766 -3.133 -1.186  0.0943
62 H 5.896 -5.313 -0.916  0.0972
63 H 4.716 -7.378 -0.276  0.0860
64 H 2.370 -7.255 0.520  0.0876
65 H 1.284 -5.034 0.753  0.1028
66 C 4.252 6.784 -2.101  -0.0634
67 C 3.557 5.520 -1.687  -0.2768
68 C 3.258 4.511 -2.592  -0.0156
69 C 2.556 3.377 -2.209  -0.1751
70 C 2.256 2.315 -3.215  -0.0246
71 C 2.126 3.249 -0.868  -0.0731
72 C 1.160 2.205 -0.497  -0.1905
73 O 0.889 1.224 -1.150  -0.1221
74 C 2.527 4.212 0.077  -0.1990
75 C 2.303 4.080 1.557  -0.0241
76 C 3.223 5.330 -0.354  -0.0315
77 H 4.253 6.907 -3.181  0.0671
78 H 5.286 6.783 -1.755  0.0757
79 H 3.753 7.648 -1.664  0.0729
80 H 3.562 4.623 -3.625  0.1078
81 H 2.663 2.567 -4.196  0.0776
82 H 1.182 2.149 -3.306  0.0726
83 H 2.674 1.367 -2.879  0.1015
84 H 0.593 2.435 0.423  0.0993
85 H 1.581 3.319 1.832  0.0630
86 H 1.962 5.032 1.961  0.0836
87 H 3.256 3.832 2.030  0.0901
88 H 3.483 6.097 0.364  0.1138

Atoms 1-3, force components in eV/Å:
Rb -0.6 -0.7 -0.2
N -0.2 0.1 0.1
C 0.2 0.0 -0.1

Computed properties:
2S+1 ... 1
Charge ... -2
Energy relative to the best compared isomer or geometry (same formula, charge and spin) ... 183.9 kJ/mol
M ... 801.28 g/mol
LUMO level ... 3.922 eV
Strongest force on any atom ... 3.713 eV Å⁻¹

***

The following is a DFT calculation (wB97M-V/def2-TZVPD) of 2 unconnected molecules or ions with the total composition C21H30N4O6S.

Last column: Löwdin charge in e.
Element x y z (Å)
1 C 2.178 5.096 0.335  -0.1033
2 C 1.884 3.901 -0.578  -0.2113
3 C 2.594 2.627 -0.091  -0.1506
4 O 1.746 1.482 0.062  -0.0297
5 C 1.301 0.802 -1.043  -0.3969
6 C 2.400 0.482 -2.067  -0.0292
7 C 2.757 1.588 -3.051  -0.2356
8 O 3.762 1.529 -3.708  0.0754
9 O 0.278 1.564 -1.762  0.0970
10 C -0.580 0.664 -2.302  -0.5593
11 O -1.351 0.903 -3.172  0.1861
12 O -0.434 -0.546 -1.715  0.0980
13 C 0.470 -0.432 -0.590  -0.3058
14 C -0.311 -0.169 0.704  -0.0928
15 C -1.287 1.013 0.804  -0.1569
16 C -2.659 0.775 0.156  -0.2308
17 C -3.555 -0.169 0.977  -0.4653
18 S -5.292 0.342 1.095  0.9753
19 C -5.683 0.255 -0.601  -0.7088
20 N -6.157 -0.758 -1.234  0.0630
21 N -6.276 -0.373 -2.563  0.0593
22 C -5.879 0.842 -2.610  -0.1917
23 O -5.495 1.326 -1.419  0.0319
24 C 1.302 -1.715 -0.416  -0.0377
25 C 0.689 -3.021 -0.916  -0.3986
26 C 1.684 -4.029 -1.439  -0.0416
27 N -0.536 -3.327 -0.904  0.1695
28 H 1.727 4.955 1.319  0.0769
29 H 1.765 6.014 -0.090  0.0741
30 H 3.254 5.248 0.452  0.0766
31 H 2.211 4.149 -1.589  0.1033
32 H 0.810 3.712 -0.596  0.1081
33 H 2.980 2.792 0.917  0.1296
34 H 3.453 2.370 -0.720  0.1216
35 H 2.082 -0.370 -2.678  0.1508
36 H 3.329 0.206 -1.564  0.1413
37 H 2.068 2.442 -3.151  0.1298
38 H 0.436 -0.078 1.495  0.1037
39 H -0.868 -1.088 0.931  0.1263
40 H -1.457 1.195 1.872  0.1171
41 H -0.835 1.928 0.418  0.1054
42 H -3.169 1.730 0.008  0.1070
43 H -2.549 0.338 -0.840  0.1015
44 H -3.535 -1.189 0.591  0.0823
45 H -3.224 -0.204 2.020  0.0717
46 H -5.833 1.470 -3.486  0.1350
47 H 2.284 -1.615 -0.870  0.1048
48 H 1.482 -1.852 0.658  0.1197
49 H 2.646 -3.945 -0.925  0.0757
50 H 1.851 -3.867 -2.507  0.0867
51 H 1.295 -5.036 -1.288  0.0798
52 H -1.122 -2.562 -0.577  0.0401
53 N 1.296 -1.626 3.651  -0.0042
54 C 2.192 -2.609 3.329  -0.1550
55 C 1.642 -3.810 3.687  -0.1050
56 C 0.365 -3.540 4.252  -0.1033
57 C 0.181 -2.184 4.217  -0.1412
58 H 1.438 -0.645 3.500  0.1345
59 H 3.139 -2.372 2.873  0.1064
60 H 2.101 -4.776 3.561  0.0917
61 H -0.336 -4.260 4.637  0.0923
62 H -0.644 -1.573 4.541  0.1052

Atoms 1-3, force components in eV/Å:
C -0.1 0.0 -0.2
C 0.1 0.1 0.2
C 0.1 0.1 0.1

Computed properties:
2S+1 ... 1
Energy relative to the best compared isomer or geometry (same formula, charge and spin) ... 362.0 kJ/mol
M ... 466.56 g/mol
LUMO level ... 0.144 eV
Strongest force on any atom ... 0.403 eV Å⁻¹

***

The following is a DFT calculation (wB97M-V/def2-TZVPD) of a molecular structure, H4O2Rb.

Last column: Löwdin charge in e.
Element x y z (Å)
1 Rb -1.877 0.628 -0.481  1.0800
2 O 0.105 1.164 1.526  -0.1568
3 H 0.730 0.529 1.900  0.0586
4 H 0.096 1.909 2.143  0.0590
5 O 0.097 -1.094 -1.630  -0.1578
6 H -0.200 -2.014 -1.663  0.0543
7 H 1.049 -1.122 -1.795  0.0627

Atoms 1-3, force components in eV/Å:
Rb 0.1 0.0 0.0
O -0.1 0.0 0.1
H -0.1 0.2 0.0

Computed properties:
2S+1 ... 1
Charge ... +1
Energy relative to the best compared isomer or geometry (same formula, charge and spin) ... 2.5 kJ/mol
M ... 121.50 g/mol
LUMO level ... -3.690 eV
Strongest force on any atom ... 0.287 eV Å⁻¹

***

The following is a DFT calculation (wB97M-V/def2-TZVPD) of C23H22N6O3S2 in the gas phase in a non-equilibrium geometry.

Last column: Löwdin charge in e.
Element x y z (Å)
1 C -1.868 2.867 6.061  -0.0848
2 H -1.443 2.072 6.682  0.0969
3 O -1.796 2.548 4.692  -0.0742
4 C -0.576 2.351 4.131  -0.2590
5 C -0.577 2.015 2.777  0.0667
6 C 0.612 1.809 2.098  -0.1850
7 C 1.826 1.906 2.777  -0.0714
8 C 1.824 2.224 4.121  -0.0675
9 C 0.639 2.457 4.801  -0.0134
10 H 0.676 2.708 5.849  0.1040
11 H 2.759 2.292 4.657  0.1087
12 H 2.759 1.689 2.280  0.1115
13 C 0.537 1.431 0.662  -0.4622
14 O -0.381 0.765 0.206  0.0298
15 N 1.527 1.916 -0.118  0.1022
16 H 2.321 2.349 0.322  0.1328
17 C 1.653 1.512 -1.505  -0.0678
18 C 1.756 0.027 -1.610  -0.2836
19 N 2.567 -0.712 -0.899  0.0807
20 N 2.376 -1.992 -1.236  0.0473
21 C 1.453 -2.025 -2.154  -0.6282
22 N 1.016 -0.756 -2.442  0.0563
23 C 0.013 -0.398 -3.369  -0.2212
24 C -1.116 0.277 -2.931  0.0081
25 C -2.127 0.591 -3.829  -0.2576
26 C -1.977 0.228 -5.162  -0.0395
27 C -0.847 -0.444 -5.593  -0.0660
28 C 0.158 -0.767 -4.700  -0.0363
29 H 1.038 -1.304 -5.019  0.1096
30 H -0.749 -0.728 -6.630  0.1049
31 H -2.759 0.464 -5.868  0.1097
32 C -3.366 1.270 -3.339  -0.0393
33 H -3.948 1.672 -4.164  0.0752
34 H -3.979 0.547 -2.800  0.0890
35 H -3.120 2.074 -2.648  0.0809
36 H -1.224 0.521 -1.885  0.1055
37 S 0.743 -3.446 -2.890  0.9929
38 C -0.382 -3.939 -1.521  -0.3295
39 C -1.055 -2.686 -1.020  -0.5216
40 O -1.990 -2.166 -1.584  0.0817
41 N -0.510 -2.087 0.092  0.1213
42 C 0.464 -2.532 0.942  -0.6050
43 N 0.962 -3.718 1.002  0.0376
44 C 1.902 -3.822 1.971  -0.2348
45 C 2.124 -2.699 2.693  -0.3848
46 S 1.115 -1.415 2.136  1.0859
47 H 2.808 -2.539 3.500  0.0551
48 H 2.396 -4.766 2.103  0.1043
49 H -0.834 -1.132 0.261  0.1150
50 H 0.200 -4.441 -0.751  0.0492
51 H -1.110 -4.598 -1.989  0.0861
52 H 2.548 1.980 -1.919  0.1353
53 H 0.776 1.850 -2.068  0.1234
54 H -1.519 1.920 2.261  0.1345
55 H -1.363 3.813 6.281  0.0961
56 H -2.930 2.967 6.284  0.0944

Atoms 1-3, force components in eV/Å:
C 0.0 0.1 0.2
H 0.0 0.0 0.0
O 0.1 -0.1 -0.3

Computed properties:
2S+1 ... 1
Energy relative to the best compared isomer or geometry (same formula, charge and spin) ... 7.4 kJ/mol
M ... 494.60 g/mol
LUMO level ... 0.498 eV
Strongest force on any atom ... 1.181 eV Å⁻¹

***

The following is a DFT calculation (wB97M-V/def2-TZVPD) of 2 unconnected molecules or ions with the total composition C5H13NO in a non-equilibrium geometry.

Last column: Löwdin charge in e.
Element x y z (Å)
1 C 0.012 1.555 -2.532  -0.1197
2 C -0.463 0.643 -1.385  -0.2986
3 C -0.431 1.242 0.011  -0.2375
4 C -0.239 0.136 1.026  -0.1677
5 C 1.047 -0.222 1.268  -0.2044
6 N 1.524 -1.470 1.649  0.0691
7 H -0.264 1.310 -3.550  0.0649
8 H -0.368 2.565 -2.299  0.0699
9 H 1.086 1.638 -2.328  0.0682
10 H 0.076 -0.306 -1.511  0.1003
11 H -1.457 0.295 -1.727  0.1035
12 H -1.347 1.791 0.225  0.1067
13 H 0.446 1.914 0.049  0.1107
14 H -1.000 0.067 1.799  0.1042
15 H 1.825 0.526 1.384  0.1214
16 H 0.984 -2.201 2.061  0.0619
17 H 2.511 -1.666 1.601  0.0868
18 H -1.653 -2.298 0.822  0.0361
19 H -0.893 -2.491 2.020  -0.0161
20 O -1.396 -3.027 1.417  -0.0596

Atoms 1-3, force components in eV/Å:
C 0.5 1.3 2.1
C -1.3 -1.1 -2.5
C 0.6 -0.2 0.3

Computed properties:
2S+1 ... 1
Energy relative to the best compared isomer or geometry (same formula, charge and spin) ... 280.1 kJ/mol
M ... 103.16 g/mol
LUMO level ... 0.925 eV
Strongest force on any atom ... 3.027 eV Å⁻¹

***

The following is a DFT calculation (wB97M-V/def2-TZVPD) of a molecular structure, C4H11PSi in a non-equilibrium geometry.

Last column: Löwdin charge in e.
Element x y z (Å)
1 C 2.298 -0.829 -0.213  -0.5397
2 C -0.196 1.693 0.080  -0.2208
3 C -1.137 -0.976 -1.411  -0.1969
4 C -0.670 -0.885 1.601  -0.2532
5 Si -0.092 -0.208 0.025  0.6003
6 P 3.210 0.538 -0.062  0.6546
7 H 2.515 -1.807 -0.246  -0.1130
8 H 0.424 2.222 -0.553  -0.0252
9 H -1.185 1.953 -0.310  0.0282
10 H -0.143 2.178 1.061  0.0372
11 H -2.220 -1.251 -1.174  0.0582
12 H -1.065 -0.197 -2.227  0.0423
13 H -0.658 -1.822 -1.715  -0.0390
14 H -0.439 -2.088 1.607  0.0966
15 H -0.351 -0.549 2.551  0.0021
16 H -1.751 -0.966 1.765  0.0265
17 H 4.580 0.027 -0.202  -0.1583

Atoms 1-3, force components in eV/Å:
C -3.9 4.7 0.7
C -1.6 -1.0 0.9
C -1.3 3.3 1.0

Computed properties:
2S+1 ... 1
Energy relative to the best compared isomer or geometry (same formula, charge and spin) ... 138.6 kJ/mol
M ... 118.19 g/mol
LUMO level ... 0.660 eV
Strongest force on any atom ... 6.169 eV Å⁻¹

***

The following is a DFT calculation (wB97M-V/def2-TZVPD) of 6 unconnected molecules or ions with the total composition H12O6 in a non-equilibrium geometry.

Last column: Löwdin charge in e.
Element x y z (Å)
1 H -0.038 0.127 -0.854  0.0762
2 H 1.236 0.433 -0.084  0.0814
3 H 1.152 0.786 1.524  0.0516
4 H -0.284 0.439 1.882  0.0586
5 H 5.076 -0.358 0.178  0.0322
6 H 5.447 0.134 -1.211  0.0335
7 H -1.528 2.218 -0.036  0.0120
8 H -2.914 2.610 -0.521  0.0352
9 H -0.874 -1.424 -0.325  0.0238
10 H -0.451 -2.785 0.203  0.0548
11 H -2.905 -1.805 -0.774  0.0177
12 H -3.323 -0.616 0.075  0.0289
13 O 0.385 -0.011 0.001  -0.1714
14 O 0.261 1.154 1.535  -0.0912
15 O 4.696 -0.164 -0.686  -0.0626
16 O -2.005 2.504 -0.823  -0.0574
17 O -0.253 -1.845 0.280  -0.0758
18 O -3.676 -1.398 -0.365  -0.0473

Atoms 1-3, force components in eV/Å:
H 0.4 0.1 -0.4
H -0.3 0.1 -0.8
H -0.5 0.3 0.7

Computed properties:
2S+1 ... 1
Energy relative to the best compared isomer or geometry (same formula, charge and spin) ... 519.8 kJ/mol
M ... 108.09 g/mol
LUMO level ... 0.268 eV
Strongest force on any atom ... 6.770 eV Å⁻¹